# 1
Computed, not measured: C33H52BN10S2Sc as an isolated structure, with ωB97M-V/def2-TZVPD.

The calculation puts the gap between HOMO and LUMO at 8.28 eV. The calculation puts the HOMO energy at -13.5 eV.

```
! wB97M-V def2-TZVPD RIJCOSX def2/J DEFGRID3
* xyz 2 1
Sc -0.95751 -0.82605 -0.84045
S -1.26008 -5.52796 -1.87041
S -5.73594 -1.06624 -1.17317
N -0.07461 1.90344 -0.12932
N -3.16930 -1.05629 -1.05719
N -1.22996 -3.03523 -1.23577
N -0.94241 1.31447 -1.02006
N -0.90262 -0.75245 1.25984
N -0.00089 0.16697 1.74009
N 1.16009 -0.72548 -1.07875
N 1.71454 0.11074 -0.13239
N 0.74296 -4.17994 -0.67978
N -4.15967 0.90852 -0.23886
C -1.48219 2.29512 -1.77074
C -2.48925 -2.44727 2.18498
C -3.55178 -2.31019 -1.54737
C -4.88335 -2.47671 -1.68065
C 0.00102 1.83142 4.89797
C -0.48437 -4.12882 -1.21293
C 1.95967 -1.98835 -3.09648
C -2.69380 -4.60298 -2.11068
C 1.34810 -1.07521 -4.16946
C -2.43231 2.01575 -2.90352
C -2.51847 -3.33016 -1.70133
C -1.47182 -1.35323 2.32690
C 0.86627 0.95204 3.98763
C 4.03084 0.81922 0.62142
C 4.97711 1.67594 -0.22660
C -0.97325 3.51248 -1.34843
C 1.76178 0.02088 4.81629
C -0.94206 -0.81189 3.48430
C 4.81039 -0.21334 1.44902
C 2.17779 -1.20093 -1.83327
C -1.70565 1.21423 -3.99302
C 3.37641 -0.74395 -1.31497
C 3.26198 -2.61345 -3.58980
C -3.52067 -2.39964 3.31197
C 0.66425 4.28794 0.45495
C -1.79846 -3.81957 2.14934
C 0.33243 4.27936 1.95066
C -0.00092 0.13493 3.07992
C -3.01143 3.30846 -3.47262
C 3.05069 0.10013 -0.25445
C 2.17389 4.25749 0.19276
C -4.22812 -0.31456 -0.77917
C -0.08591 3.23365 -0.31033
B 0.84512 1.03431 0.77672
H -1.42956 -4.07956 3.14224
H -1.37458 0.24906 -3.59985
H 5.62587 2.26302 0.42280
H -0.83376 1.76286 -4.35108
H 3.07394 -3.23599 -4.46341
H -0.74723 4.31326 2.10756
H -4.99452 1.42708 -0.02894
H 1.28787 -5.02422 -0.69073
H 0.72692 3.39301 2.44501
H -3.26346 1.31005 -0.01134
H 0.29132 5.23002 0.04967
H 2.41502 0.61173 5.45763
H -4.00855 -1.42578 3.36253
H 1.16076 -0.62848 5.45342
H -3.73621 3.08407 -4.25370
H 0.38284 -0.69075 -3.83654
H 1.14459 -3.35304 -0.26836
H 1.19284 -1.62658 -5.09671
H -1.20474 4.48682 -1.74189
H 0.76964 5.15582 2.42831
H 2.38223 4.27586 -0.87802
H 0.64243 2.44648 5.52861
H 3.71743 -3.23652 -2.81857
H -0.95252 -3.81678 1.46342
H 4.42343 2.36231 -0.86819
H -3.05492 -2.60186 4.27696
H 2.64107 3.37252 0.62332
H 2.00481 -0.22987 -4.37819
H -1.19881 -1.07443 4.49594
H 1.24533 -2.78876 -2.90834
H -0.64532 2.49126 4.31806
H -3.01145 -2.29265 1.23514
H 1.51113 1.59751 3.39195
H 5.51626 0.29095 2.10845
H -3.58399 -5.05813 -2.51228
H -5.41626 -3.34777 -2.02450
H -2.50589 -4.59011 1.83977
H -0.62368 1.21832 5.54852
H 5.37189 -0.88331 0.79710
H -2.36391 1.02558 -4.84065
H -4.28157 -3.16241 3.14855
H 5.60857 1.04857 -0.85656
H 4.13450 -0.81245 2.06202
H -3.51306 3.89099 -2.69920
H 2.38330 -0.60297 4.17209
H 2.63592 5.13713 0.64047
H 4.36438 -0.94939 -1.68818
H -3.25724 1.40155 -2.53353
H 3.97509 -1.84049 -3.87906
H -2.22339 3.91996 -3.91416
H 3.49627 1.46818 1.31313
H 1.55042 1.74073 1.39656
*
```



# 2
Computed, not measured: C33H52BN6OS5Sn as an isolated structure, with ωB97M-V/def2-TZVPD.

The calculation puts the gap between HOMO and LUMO at 6.96 eV. The energy relative to the best compared isomer or geometry (same formula, charge and spin) comes out at 12.6 kcal per mole. The calculation puts the HOMO energy at -9.7 eV.

```
! wB97M-V def2-TZVPD RIJCOSX def2/J DEFGRID3
* xyz 1 1
Sn 0.55352 0.29931 -0.17812
S -1.71787 0.30973 -1.38982
S 4.66438 -2.18223 -1.56685
S 2.92943 0.00164 -2.55551
S 0.91786 -2.21205 -0.47690
S -0.60474 0.09011 2.20655
O 4.89036 0.38324 -0.96991
N -3.29204 0.71066 2.37868
N -1.80865 -1.88847 -3.07684
N -2.11628 -2.34972 -0.96808
N 0.94343 -3.38606 2.00443
N -2.87081 -1.05058 1.15829
N -1.05794 -2.86150 1.31805
C 2.43338 -3.56709 2.09153
C -3.35181 3.14113 2.60902
C -1.17914 -3.43157 2.56004
C 0.97115 3.75513 0.36769
C 0.43566 4.01293 1.73396
C -2.18061 -3.53096 -1.66495
C 0.46733 3.52801 -3.38034
C -2.53677 -1.82616 -5.40774
C -1.33977 4.17010 -0.79198
C 0.11148 3.83831 -0.85413
C -1.98277 -3.25280 -2.96621
C 2.76193 -4.26414 3.40934
C -2.08190 1.81093 4.30518
C 3.10453 -2.19472 2.08080
C 6.05599 0.08733 -0.18700
C -3.29667 1.82927 3.38381
C -1.89259 -1.35483 -1.83986
C -4.47980 0.29983 1.80917
C 3.42944 3.18953 0.85127
C 2.91134 -4.44841 0.94068
C 0.24030 -2.83947 0.99128
C -4.54944 1.65895 4.25234
C -1.48507 -1.30622 -4.42546
C -0.09053 -1.79894 -4.79704
C 0.05702 -3.75446 2.99237
C -1.50565 0.21505 -4.46095
C 2.23825 3.32765 -1.46719
C 3.27871 2.98130 -2.24803
C -4.21627 -0.78899 1.06596
C 2.22418 3.41795 0.00770
C 4.27258 -0.60514 -1.61846
C -2.30722 -0.11196 1.94211
C 0.85862 3.56631 -1.94229
B -2.33198 -2.38498 0.56822
H -4.23096 3.18544 1.96641
H -1.93861 0.83462 4.76612
H -2.44229 -2.89275 -5.60079
H -2.13480 -3.55733 3.03039
H -0.03439 -2.88659 -4.80826
H 3.22214 3.22638 -3.30367
H -1.94590 -3.90657 -3.81411
H 3.95856 2.29267 0.52541
H -5.40361 0.81527 1.97531
H -2.34767 -4.46807 -1.17025
H 3.83719 -4.43064 3.43390
H -1.34840 0.50123 -5.50028
H -5.45707 1.97768 3.74289
H -4.86965 -1.40886 0.48421
H 0.16861 -1.43443 -5.78954
H 5.99100 -0.91090 0.23868
H 2.62178 -1.53123 2.79985
H 3.07363 -1.74109 1.09386
H 6.08521 0.84560 0.59093
H -0.13006 4.94543 1.76640
H 0.77812 4.43195 -3.90848
H 2.38723 -5.40364 0.95102
H 4.27870 3.00667 -1.83086
H -0.61073 3.42976 -3.49309
H -3.18187 -3.20958 0.77494
H 2.27545 -5.23498 3.49190
H -2.26735 2.53736 5.09526
H -0.71501 0.65495 -3.86234
H 3.97683 -4.63666 1.06436
H -3.54249 -1.62624 -5.03927
H 6.93809 0.15997 -0.82238
H 4.12989 4.02552 0.79103
H -1.51381 5.07068 -0.20088
H -2.45759 0.62544 -4.13158
H -1.90254 3.36262 -0.31385
H 1.23010 4.07179 2.47487
H -0.24669 3.21291 2.03411
H 4.14950 -2.31160 2.36536
H 2.50068 -3.65488 4.27452
H 3.08332 1.44531 -2.39991
H -4.67135 0.62364 4.56814
H -2.41430 -1.31150 -6.35876
H -4.44474 2.27310 5.14367
H 0.36621 -4.20720 3.91136
H 0.65081 -1.42929 -4.08842
H 2.76906 -3.97412 -0.02600
H -1.16552 2.08427 3.79529
H -2.46343 3.25100 1.99006
H 3.15911 3.05598 1.89812
H -1.76158 4.32845 -1.78209
H -3.39266 3.97791 3.30463
H 0.92930 2.68158 -3.89302
*
```



Record order is preserved below.
Max |F|: 0.437, 2.489 eV/Å
Record order is preserved below.
LUMO energy: -0.1924, -0.1016 Eh
Record order is preserved below.
Energy: -3418.03960, -3922.50041 hartree